142
Properties=species:S:1:pos:R:3:forces:R:3 method="wB97M-V/def2-TZVPD" fmax_ev_per_a=9.60 lumo_energy_ev=-1.55 homo_energy_ev=-8.57 homo_lumo_gap_ev=7.02
C -2.187 -4.796 -5.355 3.541 8.873 0.934
C -1.631 -3.501 -5.258 -3.424 -8.366 0.478
C -0.835 -2.109 -4.814 0.534 -1.252 -0.282
C -0.116 -2.241 -3.325 1.907 -0.084 2.255
C 1.512 -1.886 -3.291 -1.820 -1.670 4.347
C 2.283 -2.053 -1.851 -3.157 -0.330 -0.041
C 1.441 -2.537 -0.488 -0.864 0.608 -2.413
C -0.176 -2.866 -0.481 1.950 0.623 -2.764
C -1.006 -3.299 0.905 -0.420 1.047 -0.962
C -1.490 -1.901 1.682 -0.571 0.507 0.214
C -3.135 -1.812 1.860 -0.221 0.468 0.543
C -0.953 -2.701 -1.952 3.971 0.990 -0.295
N -2.464 -2.955 -2.126 -0.873 7.891 0.202
C -3.047 -1.690 -2.267 2.243 -2.767 -2.371
S -3.601 -0.220 -3.001 1.528 -4.779 2.732
C 2.388 -2.658 0.888 -0.885 -3.671 1.570
O 2.301 -3.762 1.625 0.640 6.839 -3.821
C 3.407 -1.383 1.122 2.092 2.734 -0.419
C 3.624 -0.586 2.559 1.418 0.478 -2.759
B 2.722 -1.202 3.833 -0.753 -0.174 0.692
O 3.289 -2.000 4.937 0.145 1.651 -2.783
O 1.277 -0.893 3.824 3.161 -1.748 1.706
C 0.598 -1.471 4.995 -1.557 -0.313 1.285
C 4.638 0.734 2.737 -0.404 -1.699 -3.805
C 4.870 1.501 4.194 -0.155 0.113 0.873
C 6.478 1.511 4.657 -0.373 0.340 -1.494
C 4.212 3.039 4.212 -1.473 -0.698 -0.196
C 2.606 2.968 4.673 0.070 -0.132 -0.035
C 2.398 2.590 6.254 -0.481 -1.365 -0.283
C 5.408 1.241 1.339 -1.650 -2.394 0.098
C 6.407 2.561 1.274 0.024 0.160 -0.236
C 5.728 3.850 0.462 1.428 -0.463 -0.698
C 5.504 5.179 1.384 -1.013 0.681 -0.835
C 4.008 5.791 0.969 1.514 1.180 -0.689
O 2.918 4.811 1.093 -2.412 1.909 1.511
C 1.728 5.367 1.751 -4.206 2.054 -2.690
O 0.600 5.760 1.135 7.614 -2.870 3.650
C 5.212 0.427 -0.111 -1.985 -1.667 2.639
B 6.012 0.882 -1.514 0.677 0.795 -1.088
N 7.456 0.501 -1.829 -3.261 -0.575 -0.322
O 5.327 1.746 -2.516 -0.252 -2.071 3.269
C 4.222 -0.870 -0.248 -0.006 1.480 3.421
C 3.910 -1.713 -1.645 2.095 -1.736 -2.575
O 4.818 -2.157 -2.510 -5.263 3.110 5.175
H -2.758 -5.830 -5.420 1.583 2.959 -0.055
H 0.028 -1.982 -5.625 -1.839 -0.277 1.911
H -1.510 -1.156 -4.881 0.980 -2.099 0.202
H 2.126 -1.531 -4.226 -1.527 -0.858 1.989
H -0.366 -3.990 1.613 -1.196 1.460 -1.756
H -2.018 -3.824 0.554 2.449 0.917 0.698
H -1.149 -0.941 1.083 -0.473 -2.130 1.176
H -1.046 -1.819 2.772 -0.592 -0.302 -2.454
H -3.577 -0.765 1.529 1.121 -2.120 0.587
H -3.719 -2.625 1.247 1.193 1.468 1.357
H -3.383 -1.890 3.026 0.335 -0.108 -2.661
H 4.260 -2.206 4.799 -1.776 0.489 0.026
H 0.688 -2.651 5.071 0.051 2.524 -0.348
H 0.984 -0.998 6.008 -0.618 -0.983 -2.155
H -0.566 -1.217 4.932 2.645 -0.438 -0.091
H 4.332 0.951 5.098 0.802 0.718 -2.334
H 6.806 2.653 4.748 -0.495 -2.634 -0.018
H 7.059 1.012 3.747 -0.907 1.065 2.237
H 6.650 0.916 5.651 -0.339 1.268 -2.012
H 4.747 3.743 4.983 -0.707 -1.380 -1.693
H 4.200 3.428 3.110 0.306 -0.441 2.176
H 2.095 2.138 3.999 0.910 1.798 1.373
H 2.041 3.993 4.495 1.402 -2.050 0.135
H 2.185 1.418 6.305 0.513 2.447 0.056
H 3.360 2.774 6.896 -1.922 -0.053 -1.162
H 1.426 3.095 6.714 2.323 -0.895 -0.963
H 6.711 2.987 2.319 -0.753 -1.252 -1.745
H 7.432 2.294 0.725 -2.410 0.254 1.171
H 6.532 4.146 -0.369 -1.861 -0.634 1.721
H 4.790 3.472 -0.125 1.549 0.967 1.388
H 6.273 6.026 1.054 -1.667 -1.840 0.759
H 5.633 5.021 2.537 -0.408 0.102 -2.254
H 3.745 6.783 1.535 0.563 -1.915 -0.888
H 4.102 6.064 -0.186 -0.377 -0.573 2.446
H 1.792 5.504 2.934 0.173 -0.449 -2.582
H 7.734 -0.393 -1.366 -0.253 1.131 -0.613
H 7.482 0.390 -2.875 0.426 0.165 1.446
H 4.391 1.849 -2.158 1.590 0.032 -0.862
C -3.201 -6.720 2.844 0.885 0.027 0.974
C -3.580 -7.642 1.736 0.139 -0.960 -0.049
O -4.765 -7.075 1.226 0.305 1.020 -0.006
C -4.650 -5.739 1.466 -1.582 2.124 -0.991
O -5.340 -4.885 0.933 1.510 -1.828 1.187
O -3.662 -5.470 2.373 -0.860 0.066 -0.915
F -3.869 -8.875 2.212 -0.002 -0.234 -0.093
H -3.704 -6.961 3.786 -0.041 -0.175 -0.204
H -2.121 -6.700 3.017 -0.185 0.178 -0.105
H -2.834 -7.716 0.938 -0.131 -0.181 0.110
C 3.076 3.180 -5.004 1.118 0.766 -0.153
C 1.806 2.862 -5.718 -0.171 -0.179 -0.856
O 1.284 1.772 -4.992 0.200 0.458 0.756
C 1.742 1.942 -3.720 -1.034 -1.548 2.753
O 1.288 1.364 -2.746 1.233 1.380 -2.330
O 2.767 2.846 -3.666 -0.909 -0.630 0.197
F 2.054 2.453 -6.982 -0.136 0.051 -0.222
H 3.918 2.569 -5.345 -0.226 -0.024 -0.119
H 3.349 4.235 -5.092 -0.069 -0.171 0.214
H 1.079 3.681 -5.727 0.013 -0.136 -0.174
C -2.863 -8.149 -2.821 -0.593 1.178 -0.371
C -2.857 -9.573 -3.263 0.125 -0.390 -0.751
O -1.852 -10.161 -2.469 -0.412 0.501 0.763
C -1.842 -9.435 -1.315 1.576 -0.847 2.726
O -1.307 -9.800 -0.282 -1.317 1.033 -2.437
O -2.513 -8.251 -1.455 0.437 -0.893 0.347
F -2.488 -9.673 -4.560 -0.102 -0.150 -0.214
H -2.117 -7.541 -3.342 -0.006 -0.248 -0.077
H -3.844 -7.681 -2.940 0.150 -0.050 0.235
H -3.806 -10.096 -3.103 0.116 -0.039 -0.174
C -2.142 8.686 1.309 0.024 -0.151 -1.303
C -1.224 8.553 2.476 0.718 0.165 0.182
O -2.015 8.967 3.566 -0.634 -0.491 -0.357
C -3.294 8.656 3.215 -2.783 -0.052 1.918
O -4.227 8.609 3.999 2.268 0.164 -1.956
O -3.403 8.395 1.876 -0.055 0.075 1.070
F -0.176 9.399 2.364 0.374 0.058 0.064
H -2.155 9.699 0.894 0.200 -0.032 0.208
H -1.901 7.982 0.508 -0.184 0.017 0.193
H -0.863 7.533 2.649 0.131 0.164 -0.056
C -6.996 -1.394 -1.606 0.843 0.136 -0.941
C -7.050 -1.906 -0.207 0.562 -0.052 0.664
O -8.334 -1.529 0.233 -0.379 -0.264 -0.844
C -9.103 -1.510 -0.892 -3.208 0.176 -0.183
O -10.323 -1.498 -0.888 2.912 0.039 -0.060
O -8.340 -1.513 -2.028 -0.782 -0.111 0.756
F -6.134 -1.285 0.569 0.172 -0.037 0.213
H -6.690 -0.344 -1.662 0.049 -0.115 0.231
H -6.332 -1.988 -2.241 -0.260 0.059 0.001
H -6.935 -2.992 -0.122 0.136 0.132 0.175
C -6.892 3.182 -5.274 -1.187 0.556 -0.055
C -5.878 2.733 -4.277 -0.069 -0.427 0.641
O -4.899 2.097 -5.067 -0.079 0.681 -0.403
C -4.955 2.725 -6.275 2.144 -0.106 -2.754
O -4.086 2.647 -7.127 -2.170 0.162 2.122
O -6.100 3.460 -6.412 1.038 -0.457 0.036
F -6.405 1.818 -3.433 0.027 -0.113 0.335
H -7.619 2.401 -5.520 0.175 -0.062 0.229
H -7.432 4.074 -4.945 0.170 -0.064 -0.204
H -5.419 3.547 -3.706 -0.049 -0.191 0.106


119
Properties=species:S:1:pos:R:3:forces:R:3 method="wB97M-V/def2-TZVPD" fmax_ev_per_a=1.73 lumo_energy_ev=3.32 charge=-2 homo_energy_ev=-2.33 homo_lumo_gap_ev=5.65
Sn -1.107 0.234 -0.775 -0.698 0.083 -0.187
C 4.062 0.272 5.472 -0.523 0.850 0.140
C 4.029 1.530 4.562 0.353 -0.020 0.246
C 5.354 1.679 3.814 0.323 -0.457 -0.178
C 3.850 2.805 5.386 -0.600 -0.133 0.710
C 2.877 1.382 3.586 0.191 -0.217 -0.915
C 3.058 1.366 2.202 0.451 0.106 0.183
C 1.984 1.223 1.339 0.401 0.048 -0.172
Se 2.255 1.359 -0.560 0.340 -0.767 0.180
C 2.522 -0.548 -0.909 0.782 -0.070 -0.288
C 3.728 -1.192 -0.601 -0.602 0.864 -0.367
C 3.947 -2.518 -0.950 -0.822 0.259 0.098
C 2.881 -3.162 -1.582 0.792 -1.187 0.260
C 1.672 -2.571 -1.909 -0.141 -0.711 -0.085
C 1.513 -1.219 -1.645 -0.541 1.417 0.572
O 0.443 -0.554 -2.020 0.095 -0.003 -0.276
C 0.564 -3.494 -2.436 -0.366 -0.665 0.887
C 1.063 -4.170 -3.724 -0.843 -0.823 0.145
C -0.832 -2.925 -2.712 0.111 0.038 0.198
C 0.323 -4.558 -1.323 -0.230 -0.276 -0.981
C 5.300 -3.146 -0.683 -0.062 -0.264 -1.267
C 5.782 -2.813 0.690 1.011 -0.427 1.335
C 5.258 -4.676 -0.873 -0.643 0.877 -0.552
C 6.265 -2.553 -1.730 0.080 -1.243 -0.270
C 0.679 1.047 1.813 -0.679 0.499 0.530
O -0.354 1.113 1.016 0.157 0.169 0.090
C 0.491 0.926 3.231 0.591 -0.397 -0.350
C 1.590 1.137 4.044 0.205 0.097 0.892
C -0.806 0.524 3.905 -0.582 -0.596 0.324
C -1.405 1.749 4.600 -0.332 -0.558 0.155
C -0.546 -0.559 5.002 0.137 0.574 -0.190
C -1.873 -0.105 2.994 -0.828 -0.305 0.991
H 4.862 0.314 6.212 0.004 0.072 0.066
H 4.193 -0.590 4.855 0.217 -0.704 -0.445
H 3.086 0.140 5.971 0.526 0.108 0.005
H 6.224 1.724 4.478 -0.171 -0.335 0.175
H 5.405 2.610 3.262 -0.271 0.244 -0.257
H 5.476 0.867 3.080 0.226 0.135 0.388
H 4.593 2.897 6.189 -0.042 -0.165 -0.042
H 2.840 2.849 5.840 0.510 0.009 -0.158
H 3.970 3.667 4.748 -0.110 0.337 -0.254
H 4.055 1.467 1.762 -0.496 0.090 0.137
H 4.524 -0.597 -0.168 -0.109 -0.007 0.153
H 2.999 -4.246 -1.771 -0.134 0.803 -0.030
H 1.157 -3.387 -4.467 0.181 0.024 -0.353
H 0.241 -4.874 -4.058 1.068 0.468 0.144
H 2.038 -4.698 -3.600 -0.815 0.292 -0.140
H -0.784 -2.234 -3.522 -0.148 0.446 -0.814
H -1.257 -2.347 -1.891 0.145 -0.303 0.167
H -1.531 -3.751 -2.940 0.348 0.301 -0.073
H 1.212 -5.156 -1.283 0.447 -0.569 0.493
H -0.521 -5.228 -1.578 0.318 0.310 -0.030
H 0.112 -4.119 -0.358 0.053 0.256 0.191
H 5.069 -3.166 1.426 -0.258 0.034 0.237
H 5.913 -1.749 0.833 -0.013 0.247 0.068
H 6.757 -3.294 0.977 -0.633 0.285 -0.578
H 4.397 -5.103 -0.355 0.318 -0.148 0.329
H 6.202 -5.104 -0.586 0.329 -0.382 0.304
H 5.093 -4.881 -1.930 0.096 -0.154 -0.108
H 6.388 -1.497 -1.654 -0.012 0.907 0.321
H 5.900 -2.749 -2.746 0.062 -0.086 0.203
H 7.241 -3.026 -1.605 0.219 0.024 -0.138
H 1.497 1.091 5.149 -0.308 0.047 -0.858
H -0.667 2.278 5.174 0.457 0.022 0.654
H -2.236 1.413 5.243 0.151 0.419 -0.228
H -1.726 2.478 3.880 -0.560 0.234 -0.402
H 0.091 -0.151 5.794 -0.220 -0.199 0.050
H -0.030 -1.413 4.564 -0.051 -0.101 -0.013
H -1.508 -0.889 5.424 0.357 0.106 -0.095
H -2.259 0.571 2.262 -0.093 0.444 -0.494
H -2.761 -0.393 3.630 0.969 0.074 -0.535
H -1.521 -0.995 2.466 0.028 0.051 0.138
C -0.619 4.575 -2.249 0.481 0.459 -0.475
C -0.914 4.515 -3.614 0.247 -1.265 0.639
C -1.205 3.275 -4.161 -0.096 -0.015 0.081
C -1.279 2.093 -3.379 -0.538 0.752 0.015
C -0.992 2.150 -2.009 0.011 0.378 0.156
C -0.640 3.426 -1.485 -0.045 -1.008 0.106
C -1.862 0.871 -4.016 0.497 -0.724 0.132
C -1.624 0.585 -5.392 0.404 0.483 -0.520
C -2.223 -0.463 -6.009 0.650 0.082 -0.008
C -3.064 -1.320 -5.282 0.226 0.246 0.190
C -3.795 -2.368 -5.855 -0.047 0.117 -0.735
C -4.665 -3.084 -5.103 -0.124 -0.431 -0.307
C -4.805 -2.827 -3.746 0.216 0.614 0.616
C -4.081 -1.825 -3.157 0.196 -0.138 0.419
C -3.166 -1.055 -3.906 -0.369 0.746 0.555
N -2.547 0.020 -3.285 -0.396 0.006 -0.515
H -0.235 5.528 -1.869 -0.374 -0.302 0.266
H -0.839 5.378 -4.240 -0.047 0.466 -0.291
H -1.396 3.258 -5.223 -0.183 -0.253 -0.194
H -0.351 3.469 -0.435 -0.059 0.059 -0.102
H -0.903 1.190 -5.943 -0.296 -0.044 0.162
H -1.983 -0.697 -7.034 -0.072 0.037 -0.276
H -3.750 -2.557 -6.929 0.204 0.134 0.186
H -5.267 -3.826 -5.588 -0.256 -0.398 -0.061
H -5.522 -3.342 -3.145 -0.380 -0.318 0.193
H -4.237 -1.592 -2.110 0.053 0.089 -0.113
O -4.368 -1.564 2.049 -0.310 0.120 -0.780
O -4.398 -2.750 2.752 0.085 -0.121 -0.129
I -7.290 -0.620 -1.003 0.057 -0.002 0.007
C -4.470 -1.596 0.802 0.138 -0.345 0.933
H -4.525 -2.560 0.296 -0.073 0.161 0.114
H -4.487 -0.642 0.308 0.069 0.230 -0.157
N -6.465 6.090 0.848 0.285 -0.401 -0.474
C -5.230 6.035 1.358 0.654 -0.423 0.510
S -4.700 6.958 2.622 -0.444 0.700 -0.163
C -4.365 4.916 0.858 -1.334 -0.214 -0.552
C -4.747 4.157 -0.264 0.977 0.287 1.337
C -4.172 2.910 -0.448 -0.179 0.761 -0.017
N -3.209 2.474 0.346 0.700 -0.181 0.210
C -2.740 3.265 1.323 -0.582 -0.703 -0.365
C -3.356 4.462 1.664 1.014 -0.669 -0.255
H -7.117 6.735 1.239 -0.243 0.196 0.142
H -6.787 5.316 0.277 -0.067 0.371 0.218
H -5.446 4.580 -0.927 -0.842 0.034 -0.914
H -4.520 2.287 -1.258 0.122 -0.340 -0.044
H -1.904 2.835 1.873 -0.100 0.226 -0.100
H -3.038 5.022 2.518 0.059 0.147 0.318